Entry 1:
{"formula": "C38H40MoN4O6", "method": "wB97M-V/def2-TZVPD", "spin_multiplicity": 3, "gap_ev": [5.99, 5.75], "s_squared": 2.01, "total_energy_ha": -2210.838746, "e_above_lowest_kcal_mol": 0.0, "species": ["Mo", "C", "C", "C", "C", "C", "C", "C", "C", "C", "C", "C", "C", "N", "C", "O", "C", "C", "C", "C", "C", "N", "C", "O", "N", "C", "C", "C", "C", "C", "C", "C", "C", "C", "C", "C", "C", "H", "H", "H", "H", "H", "H", "H", "H", "H", "H", "H", "H", "H", "H", "H", "H", "H", "H", "H", "H", "H", "H", "H", "H", "H", "H", "H", "H", "H", "H", "H", "H", "H", "H", "H", "H", "H", "O", "C", "O", "C", "C", "C", "N", "C", "C", "C", "O", "O", "H", "H", "H"], "xyz": [[-0.451238, -0.039680, 0.848228], [-5.544146, 0.031915, -0.151476], [-4.164755, -0.605331, -0.343964], [-4.303099, -2.110058, -0.594515], [-3.413551, 0.084351, -1.463571], [-3.811778, -0.133188, -2.779746], [-3.160394, 0.477277, -3.832905], [-2.088420, 1.321890, -3.590956], [-1.654243, 1.573447, -2.296072], [-0.496383, 2.517980, -2.030800], [-1.014379, 3.891445, -1.590282], [0.444742, 2.674243, -3.221516], [-2.338446, 0.950682, -1.243111], [-1.867703, 1.159389, 0.102598], [-2.611846, 1.971391, 0.942766], [-3.613942, 2.582305, 0.658781], [-1.973249, 2.069150, 2.308268], [-2.320749, 2.923900, 3.336462], [-1.477987, 2.978420, 4.444183], [-0.293068, 2.246123, 4.478243], [-0.020525, 1.418242, 3.407111], [-0.888645, 1.311932, 2.408860], [1.278706, 0.706676, 3.110507], [2.195266, 0.692122, 3.896157], [1.278397, 0.189595, 1.824633], [2.510237, -0.317797, 1.278795], [2.859136, -1.658309, 1.475494], [4.019264, -2.120206, 0.860731], [4.800436, -1.282839, 0.086449], [4.437052, 0.042299, -0.089261], [3.285678, 0.550057, 0.498981], [2.918143, 2.013279, 0.346478], [3.501087, 2.831582, 1.504422], [3.354728, 2.612437, -0.987800], [2.050575, -2.593847, 2.351540], [2.714191, -2.735739, 3.726564], [1.851960, -3.971348, 1.715948], [-6.060067, -0.432764, 0.690049], [-6.155375, -0.119971, -1.042950], [-5.467867, 1.103094, 0.030948], [-3.604528, -0.476561, 0.586528], [-5.039651, -2.311914, -1.373333], [-4.636224, -2.616084, 0.311662], [-3.363467, -2.564184, -0.911693], [-4.638987, -0.801333, -2.978463], [-3.477071, 0.286278, -4.849207], [-1.580850, 1.778672, -4.427394], [0.095364, 2.109050, -1.195198], [-1.550615, 4.364476, -2.414947], [-0.186635, 4.543946, -1.306063], [-1.706957, 3.818652, -0.753551], [-0.035776, 3.220181, -4.034105], [0.774173, 1.711145, -3.614872], [1.324113, 3.246889, -2.929662], [-3.205217, 3.537635, 3.246144], [-1.722493, 3.634999, 5.267969], [0.418330, 2.326455, 5.287284], [4.310784, -3.153559, 0.986808], [5.694080, -1.664597, -0.388811], [5.056245, 0.683893, -0.699973], [1.823374, 2.099589, 0.400936], [4.590892, 2.832727, 1.441746], [3.231243, 2.418100, 2.475030], [3.159478, 3.866928, 1.454042], [4.437710, 2.731769, -1.034916], [2.919078, 3.605864, -1.107611], [3.047088, 1.995440, -1.832744], [1.060499, -2.155170, 2.508143], [3.663673, -3.266251, 3.629706], [2.075097, -3.312286, 4.397135], [2.911842, -1.765418, 4.178620], [2.779407, -4.544845, 1.716030], [1.507199, -3.903003, 0.683456], [1.117354, -4.543243, 2.283231], [1.266202, -4.013314, -4.722945], [0.540910, -4.384452, -3.791754], [-0.072318, -5.433360, -3.562867], [0.352467, -3.304397, -2.686253], [0.894677, -2.033880, -2.839998], [0.706839, -1.086345, -1.856756], [0.017914, -1.364470, -0.742639], [-0.496243, -2.602622, -0.577946], [-0.358873, -3.590637, -1.521079], [-1.216342, -2.792918, 0.719827], [-1.702325, -3.806680, 1.106302], [-1.271366, -1.637678, 1.462586], [1.457413, -1.829491, -3.740825], [1.107781, -0.081264, -1.935256], [-0.783031, -4.576876, -1.386590]], "forces_ev_per_angstrom": [[-0.090, -0.347, 0.058], [-0.015, 0.016, 0.006], [0.010, 0.003, 0.059], [0.015, 0.003, 0.000], [-0.028, 0.002, -0.046], [0.008, 0.011, 0.006], [-0.007, -0.014, 0.023], [0.052, 0.004, 0.051], [0.016, -0.006, -0.095], [0.019, 0.010, 0.074], [0.022, -0.024, 0.008], [0.010, 0.008, 0.000], [0.026, -0.069, 0.022], [0.030, 0.224, 0.099], [-0.119, 0.032, -0.001], [0.126, -0.051, 0.035], [0.011, 0.029, 0.062], [0.045, -0.038, -0.045], [0.000, -0.010, -0.012], [-0.006, -0.033, -0.058], [-0.060, 0.038, 0.040], [0.010, 0.123, 0.049], [0.101, 0.019, 0.064], [-0.102, -0.043, -0.061], [-0.061, 0.168, 0.142], [-0.055, -0.085, -0.053], [0.025, -0.034, -0.035], [-0.012, 0.026, 0.026], [-0.020, -0.001, 0.009], [-0.034, 0.024, -0.015], [0.060, 0.015, -0.037], [-0.090, 0.047, -0.010], [-0.016, 0.001, 0.009], [-0.008, 0.005, 0.010], [-0.047, 0.019, 0.023], [-0.010, -0.013, -0.011], [-0.017, 0.000, -0.008], [-0.015, -0.012, 0.014], [-0.011, -0.002, -0.020], [0.002, -0.022, 0.002], [-0.009, -0.016, -0.040], [-0.001, 0.002, -0.018], [-0.004, -0.008, 0.011], [-0.005, 0.002, 0.008], [-0.018, -0.011, -0.004], [-0.005, -0.002, -0.018], [0.019, 0.016, -0.028], [-0.038, 0.000, -0.074], [-0.011, -0.003, -0.008], [0.016, 0.008, 0.001], [-0.017, 0.005, 0.032], [-0.023, -0.006, -0.018], [0.018, -0.013, -0.002], [-0.002, 0.007, 0.005], [-0.009, 0.008, 0.005], [-0.004, 0.007, 0.012], [0.005, 0.006, 0.012], [0.010, -0.030, 0.007], [0.010, -0.004, -0.006], [0.017, 0.019, -0.015], [0.102, -0.025, -0.015], [0.020, -0.010, 0.001], [0.004, 0.013, -0.005], [-0.003, 0.024, -0.006], [0.019, -0.010, -0.002], [-0.002, 0.000, -0.003], [-0.012, -0.005, -0.014], [0.066, 0.002, -0.005], [0.022, 0.013, -0.005], [0.000, -0.017, 0.002], [-0.016, 0.038, 0.014], [0.021, -0.003, -0.010], [0.010, -0.012, 0.010], [-0.013, -0.006, 0.006], [0.103, 0.066, -0.101], [-0.052, 0.039, -0.002], [-0.060, -0.124, 0.066], [0.022, 0.030, 0.021], [0.003, -0.006, 0.025], [0.031, -0.012, -0.040], [-0.005, -0.054, -0.016], [-0.023, -0.042, -0.053], [-0.024, 0.050, 0.052], [-0.049, -0.116, -0.029], [0.042, 0.052, -0.007], [0.076, 0.120, -0.123], [0.006, 0.010, -0.013], [0.002, -0.012, 0.001], [-0.002, -0.012, 0.003]], "lowdin_charge": [1.82, -0.05, -0.37, -0.05, -0.13, -0.02, -0.04, -0.02, -0.15, -0.38, -0.04, -0.08, -0.18, -0.10, -0.44, 0.12, -0.14, 0.04, 0.00, 0.04, -0.14, 0.00, -0.43, 0.12, -0.10, -0.18, -0.13, -0.02, -0.05, -0.02, -0.14, -0.38, -0.04, -0.08, -0.37, -0.04, -0.05, 0.08, 0.08, 0.07, 0.11, 0.08, 0.09, 0.07, 0.12, 0.11, 0.11, 0.09, 0.09, 0.08, 0.06, 0.08, 0.08, 0.06, 0.13, 0.12, 0.13, 0.12, 0.11, 0.11, 0.10, 0.09, 0.06, 0.08, 0.08, 0.08, 0.07, 0.11, 0.09, 0.09, 0.07, 0.08, 0.07, 0.09, -0.02, -0.69, -0.01, -0.05, 0.04, -0.08, -0.05, -0.20, 0.08, -0.52, 0.17, -0.22, 0.13, 0.10, 0.14]}

Entry 2:
{"formula": "C38H40N4OsPSi", "method": "wB97M-V/def2-TZVPD", "charge": 3, "gap_ev": [6.36, 6.36], "total_energy_ha": -2411.751726, "e_above_lowest_kcal_mol": 18.2, "species": ["Os", "N", "C", "C", "C", "C", "C", "C", "C", "C", "N", "C", "H", "H", "H", "H", "H", "H", "H", "H", "N", "C", "C", "C", "C", "C", "C", "P", "C", "C", "C", "C", "C", "C", "C", "C", "C", "C", "C", "C", "H", "H", "H", "H", "H", "H", "H", "H", "H", "H", "H", "H", "H", "H", "H", "H", "C", "Si", "C", "C", "C", "H", "H", "H", "H", "H", "H", "H", "H", "H", "H", "H", "N", "C", "C", "C", "C", "C", "C", "C", "H", "H", "H", "H", "H"], "xyz": [[0.711281, -0.142322, 0.166357], [2.702481, 0.095590, -0.535196], [3.381086, -1.208556, -0.494745], [4.373076, -1.590157, -1.346407], [5.035855, -2.821185, -1.113131], [4.732238, -3.586176, -0.021132], [3.700997, -3.192350, 0.870001], [3.346092, -3.879684, 2.054974], [2.349152, -3.380016, 2.850356], [1.639883, -2.239951, 2.433985], [1.919304, -1.600220, 1.317304], [2.983764, -2.024547, 0.578706], [2.825932, 0.577133, -1.426863], [3.151885, 0.705512, 0.151710], [4.694535, -0.951358, -2.161182], [5.821362, -3.127300, -1.789743], [5.281183, -4.497535, 0.177852], [3.878651, -4.780507, 2.333672], [2.082602, -3.857646, 3.782397], [0.807629, -1.861164, 3.017829], [0.745918, -1.156555, -1.940954], [0.275879, -0.352013, -3.073410], [0.309767, -0.878639, -4.357266], [-0.145104, -0.111446, -5.417837], [-0.630600, 1.174434, -5.199300], [-0.657477, 1.693780, -3.917812], [-0.202143, 0.927478, -2.843402], [-0.207806, 1.567155, -1.160303], [-1.877334, 2.109413, -0.763247], [-2.794581, 1.171512, -0.286620], [-4.109184, 1.539475, -0.050639], [-4.517222, 2.845811, -0.290365], [-3.614297, 3.779900, -0.779615], [-2.298245, 3.414957, -1.023479], [0.891281, 3.001783, -1.192437], [0.787273, 4.014643, -0.237147], [1.704446, 5.055109, -0.221276], [2.736351, 5.090214, -1.150213], [2.849241, 4.086217, -2.101914], [1.931197, 3.044652, -2.125999], [1.660154, -1.547614, -2.168209], [0.147654, -1.977189, -1.869375], [0.685560, -1.880395, -4.531484], [-0.121630, -0.517546, -6.420019], [-0.984585, 1.767807, -6.031093], [-1.031010, 2.696470, -3.747963], [-2.485691, 0.150698, -0.100060], [-4.819360, 0.810789, 0.317706], [-5.542995, 3.134129, -0.103762], [-3.935923, 4.793258, -0.978385], [-1.608303, 4.149439, -1.417064], [-0.025047, 4.009136, 0.478348], [1.606702, 5.847379, 0.508949], [3.443494, 5.908638, -1.141672], [3.639073, 4.125865, -2.840264], [2.002917, 2.292794, -2.905624], [-1.444196, 2.767633, 2.749353], [-0.496789, 1.225944, 3.123127], [0.605715, 1.417336, 4.598539], [-1.615199, -0.258733, 3.287685], [1.015535, 1.041015, 1.668045], [-1.926608, 3.058895, 3.689102], [-2.228904, 2.630620, 2.005702], [-0.805214, 3.600988, 2.456530], [-0.034984, 1.606992, 5.465346], [1.284029, 2.265702, 4.495874], [1.197708, 0.525473, 4.809850], [-2.647277, 0.036697, 3.087394], [-1.571861, -0.619232, 4.317957], [-1.383508, -1.095801, 2.634803], [1.845625, 0.801567, 2.339306], [0.997453, 2.116267, 1.448776], [-0.725757, -1.535296, 0.326028], [-1.519573, -2.370680, 0.425255], [-2.495048, -3.379026, 0.535467], [-3.520324, -3.442557, -0.423232], [-4.477432, -4.428063, -0.305280], [-4.418827, -5.329410, 0.754878], [-3.404499, -5.259966, 1.707605], [-2.433436, -4.287048, 1.605491], [-3.556981, -2.728247, -1.235533], [-5.273583, -4.497606, -1.033125], [-5.176370, -6.097272, 0.841192], [-3.378959, -5.967271, 2.524550], [-1.638092, -4.218017, 2.335774]], "forces_ev_per_angstrom": [[0.262, -0.909, -0.016], [0.057, 0.328, 0.180], [-0.056, 0.187, -0.126], [0.074, 0.026, 0.089], [-0.007, -0.006, 0.024], [0.015, 0.014, -0.044], [0.021, 0.006, 0.003], [-0.018, 0.013, 0.030], [0.035, 0.013, 0.008], [-0.072, -0.121, -0.038], [-0.219, -0.123, -0.083], [0.141, 0.047, 0.038], [-0.084, -0.091, -0.053], [0.060, 0.037, -0.091], [-0.007, -0.002, -0.006], [0.001, -0.003, 0.001], [0.001, 0.001, -0.002], [-0.002, -0.003, -0.001], [-0.001, -0.003, -0.002], [-0.004, -0.038, -0.022], [0.086, -0.050, 0.273], [0.029, 0.057, -0.064], [0.030, -0.024, 0.017], [0.000, 0.009, 0.002], [0.004, 0.005, 0.004], [-0.024, -0.039, -0.029], [-0.050, 0.043, -0.004], [-0.149, -0.154, 0.270], [0.014, 0.107, -0.172], [0.008, -0.001, 0.049], [0.006, -0.013, 0.008], [-0.003, 0.015, -0.003], [0.005, -0.008, 0.008], [-0.013, -0.025, -0.001], [0.022, -0.022, -0.049], [0.037, -0.008, 0.002], [-0.004, -0.009, 0.009], [0.002, 0.006, 0.004], [-0.001, -0.027, 0.001], [0.008, 0.023, 0.010], [0.017, 0.020, -0.011], [-0.024, 0.021, 0.036], [-0.003, -0.001, -0.002], [-0.001, -0.002, 0.001], [0.001, -0.001, -0.001], [-0.009, -0.004, 0.004], [-0.002, 0.028, -0.001], [0.001, 0.000, 0.001], [0.000, 0.000, 0.002], [0.001, 0.000, 0.000], [0.011, 0.015, -0.002], [-0.023, 0.016, -0.013], [-0.002, 0.000, -0.002], [-0.002, 0.001, 0.000], [-0.003, 0.000, -0.001], [-0.017, 0.024, -0.017], [0.048, 0.034, -0.079], [-0.390, -0.059, 0.123], [0.199, 0.010, -0.110], [-0.008, -0.019, -0.010], [0.608, 0.281, -0.489], [-0.017, -0.027, 0.000], [0.028, 0.004, -0.038], [-0.012, 0.012, 0.044], [-0.031, -0.014, -0.020], [-0.002, 0.001, 0.017], [-0.015, -0.008, 0.014], [0.004, 0.002, -0.021], [-0.009, 0.013, 0.011], [0.024, 0.002, 0.070], [-0.035, -0.014, 0.078], [-0.124, 0.034, 0.241], [-0.485, 0.374, -0.039], [0.105, 0.003, -0.035], [-0.043, -0.012, 0.033], [-0.004, 0.023, 0.022], [-0.013, -0.010, 0.004], [0.012, 0.006, 0.006], [-0.024, -0.005, -0.014], [0.023, 0.003, -0.022], [0.008, -0.003, -0.005], [0.000, -0.004, 0.001], [0.001, -0.001, 0.000], [0.000, -0.001, 0.000], [0.004, -0.005, 0.000]], "lowdin_charge": [1.29, 0.01, -0.24, 0.02, -0.01, 0.03, -0.12, 0.06, 0.00, -0.08, -0.03, -0.18, 0.11, 0.14, 0.14, 0.13, 0.14, 0.14, 0.13, 0.11, -0.01, -0.29, -0.01, -0.02, -0.02, -0.04, -0.31, 0.97, -0.36, -0.11, -0.06, -0.03, -0.03, -0.08, -0.36, -0.11, -0.03, -0.03, -0.04, -0.10, 0.10, 0.11, 0.13, 0.13, 0.13, 0.12, 0.07, 0.12, 0.13, 0.13, 0.11, 0.09, 0.12, 0.13, 0.12, 0.10, -0.14, 0.57, -0.16, -0.16, -0.37, 0.07, 0.03, 0.04, 0.07, 0.06, 0.05, 0.05, 0.06, -0.02, 0.02, 0.00, 0.01, -0.06, -0.21, 0.00, -0.03, 0.00, -0.02, 0.00, 0.13, 0.13, 0.13, 0.13, 0.12]}